# 1
Entry from the Open Molecules 2025 dataset: a structure of composition C16H34Br12N3O7P at a distorted geometry (the ωB97M-V functional and the def2-TZVPD basis).

The geometry in XYZ format:
```
73
C16H34Br12N3O7P, DFT the ωB97M-V functional and the def2-TZVPD basis
C -13.06 -14.73 -9.61
Br -13.69 -14.92 -11.46
Br -13.79 -16.17 -8.54
Br -13.72 -13.03 -8.71
H -11.97 -14.70 -9.60
C -19.97 -18.62 -4.65
Br -19.40 -17.83 -6.39
Br -18.47 -19.73 -3.84
Br -21.66 -19.64 -4.84
H -20.25 -17.80 -3.98
C -11.06 -11.25 -5.23
Br -12.25 -10.80 -6.76
Br -11.94 -12.18 -3.68
Br -10.14 -9.57 -4.58
H -10.29 -11.88 -5.67
C -13.78 -15.47 1.05
Br -15.15 -14.37 0.12
Br -12.59 -16.39 -0.21
Br -14.72 -16.75 2.25
H -13.34 -14.74 1.72
O -17.90 -12.72 -3.28
P -16.78 -13.19 -4.04
N -15.77 -14.30 -3.22
C -14.35 -14.34 -3.15
C -16.34 -15.61 -2.90
N -15.75 -11.95 -4.69
C -16.05 -11.31 -5.99
C -15.08 -11.09 -3.84
N -17.10 -14.21 -5.32
C -16.14 -14.64 -6.36
C -18.53 -14.31 -5.88
H -13.88 -15.27 -2.86
H -14.03 -13.58 -2.44
H -13.97 -14.15 -4.15
H -15.87 -16.10 -2.04
H -16.15 -16.16 -3.82
H -17.41 -15.51 -2.73
H -15.12 -11.07 -6.51
H -16.62 -11.93 -6.69
H -16.69 -10.45 -5.79
H -14.56 -11.57 -3.01
H -14.24 -10.63 -4.36
H -15.68 -10.24 -3.52
H -16.29 -15.68 -6.67
H -16.10 -13.93 -7.18
H -15.12 -14.70 -5.99
H -18.68 -13.43 -6.51
H -19.33 -14.23 -5.14
H -18.58 -15.15 -6.57
C -21.65 -12.14 -4.54
O -22.79 -12.78 -5.05
C -22.95 -14.17 -5.13
O -22.15 -15.04 -4.87
O -24.26 -14.39 -5.53
C -24.76 -15.77 -5.59
H -20.95 -12.79 -4.01
H -21.85 -11.30 -3.87
H -21.15 -11.69 -5.39
H -24.50 -16.41 -4.75
H -24.49 -16.43 -6.42
H -25.84 -15.61 -5.60
C -19.59 -11.22 -9.15
O -20.23 -10.62 -8.00
C -21.51 -10.40 -8.14
O -22.26 -10.65 -9.11
O -21.90 -9.68 -7.08
C -23.23 -9.20 -6.96
H -19.30 -10.43 -9.84
H -20.24 -11.99 -9.57
H -18.66 -11.73 -8.91
H -23.98 -9.92 -6.61
H -23.62 -8.72 -7.86
H -23.20 -8.41 -6.21
```

# 2
Entry from the Open Molecules 2025 dataset: a structure of composition C16H34Br3FN3O3S (the ωB97M-V functional and the def2-TZVPD basis).

Values from the calculation:
Net charge: +1

The geometry in XYZ format:
```
61
C16H34Br3FN3O3S, DFT the ωB97M-V functional and the def2-TZVPD basis
C 0.72 -4.70 2.75
C 1.83 -4.50 1.74
F 2.81 -3.69 2.31
C 1.41 -3.84 0.43
C 0.67 -2.51 0.61
C 1.38 -1.27 0.03
C 0.25 -0.25 0.04
C 0.38 1.05 -0.74
C 0.60 2.28 0.15
C 1.95 2.34 0.86
N 2.04 1.65 2.14
N -0.86 -1.15 -0.38
C -0.68 -2.37 -0.03
C -1.70 -3.44 -0.24
C -2.99 -3.08 0.53
N -2.65 -2.57 1.85
H 1.01 -5.42 3.51
H 0.49 -3.76 3.26
H -0.20 -5.05 2.27
H 2.30 -5.46 1.51
H 2.31 -3.66 -0.15
H 0.82 -4.57 -0.13
H 0.50 -2.31 1.68
H 2.28 -0.96 0.55
H 1.64 -1.50 -1.01
H 0.02 -0.03 1.09
H 1.20 0.97 -1.46
H -0.53 1.21 -1.33
H 0.49 3.16 -0.48
H -0.20 2.33 0.89
H 2.72 1.93 0.19
H 2.21 3.39 1.01
H 2.46 0.73 2.09
H 1.16 1.59 2.63
H -1.69 -0.82 -0.86
H -1.88 -3.56 -1.31
H -1.31 -4.37 0.15
H -3.58 -2.35 -0.03
H -3.60 -3.99 0.59
H -3.16 -1.73 2.09
H -2.81 -3.25 2.57
C -5.42 -4.70 4.70
Br -5.98 -5.08 2.90
Br -6.12 -5.96 5.96
Br -3.49 -4.59 4.81
H -5.81 -3.73 4.96
O 1.36 4.23 -2.34
S 1.82 5.56 -2.66
O 1.27 6.66 -1.93
O 1.65 5.79 -4.22
C 0.35 5.51 -4.81
C -0.64 6.63 -4.56
C 3.57 5.62 -2.60
H 0.00 4.56 -4.43
H 0.57 5.41 -5.87
H -0.90 6.70 -3.51
H -1.54 6.44 -5.14
H -0.22 7.59 -4.87
H 3.98 4.79 -3.18
H 3.85 5.53 -1.55
H 3.89 6.58 -3.00
```

# 3
Entry from the Open Molecules 2025 dataset: a cluster of 2 separate species, C16H34F3N5O2P in total at a distorted geometry (the ωB97M-V functional and the def2-TZVPD basis).

Values from the calculation:
Net charge: +1

The geometry in XYZ format:
```
61
C16H34F3N5O2P, DFT the ωB97M-V functional and the def2-TZVPD basis
C 6.52 0.70 0.47
C 5.95 1.90 1.36
O 5.12 1.42 2.44
C 3.89 2.16 2.54
C 2.89 1.58 1.43
O 1.56 1.42 2.00
C 0.67 2.48 1.61
P -0.67 1.68 0.50
C 0.17 0.21 -0.31
C -0.67 -0.52 -1.44
C 0.39 -1.24 -2.41
F 1.55 -1.64 -1.70
F 0.81 -0.26 -3.32
F -0.17 -2.36 -3.05
C -1.11 3.05 -0.76
N -2.41 2.81 -1.45
C -2.24 3.44 -2.82
C -2.10 1.27 1.65
C -2.95 -0.02 1.26
N -2.25 -1.31 1.48
N -3.54 0.03 -0.12
N -4.12 -0.03 2.22
H 7.32 0.11 1.03
H 6.99 1.19 -0.45
H 5.67 0.00 0.13
H 5.40 2.62 0.65
H 6.80 2.51 1.83
H 3.38 2.02 3.55
H 4.14 3.25 2.35
H 3.26 0.54 1.11
H 2.94 2.23 0.50
H 0.16 2.99 2.50
H 1.16 3.31 1.01
H 1.11 0.63 -0.83
H 0.56 -0.47 0.51
H -1.27 0.16 -2.11
H -1.27 -1.37 -0.98
H -0.24 3.29 -1.45
H -1.26 3.99 -0.11
H -2.56 1.82 -1.66
H -3.24 3.65 -3.30
H -1.68 4.42 -2.70
H -1.58 2.78 -3.48
H -1.64 1.05 2.67
H -2.78 2.17 1.82
H -2.47 -1.98 0.74
H -1.24 -1.19 1.61
H -4.16 -0.77 -0.29
H -4.13 0.87 -0.21
H -4.57 0.89 2.11
H -4.80 -0.70 1.82
N -1.31 -4.70 -1.42
C -0.83 -5.96 -1.69
C -1.58 -6.86 -0.99
C -2.57 -6.13 -0.28
C -2.38 -4.80 -0.57
H -0.95 -3.85 -1.80
H 0.01 -6.09 -2.35
H -1.45 -7.93 -0.99
H -3.33 -6.53 0.37
H -2.91 -3.92 -0.24
```

Let's list LUMO level in order: -0.0332 -0.1188 -0.0961 Eh.
Let's list E_tot in order: -32550.4147 -9239.8920 -1694.9059 hartree.
Let's list gap between HOMO and LUMO in order: 0.266 0.303 0.280 Ha.